{"formula": "C17H68N34O17", "method": "the ωB97M-V functional and the def2-TZVPD basis", "multiplicity": 1, "e_above_lowest_kj_mol": 160.4, "total_energy_ev": -104223.3179, "homo_ev": -9.3, "lumo_energy_ev": 0.246, "symbols": ["C", "O", "N", "N", "H", "H", "H", "H", "C", "O", "N", "N", "H", "H", "H", "H", "C", "O", "N", "N", "H", "H", "H", "H", "C", "O", "N", "N", "H", "H", "H", "H", "C", "O", "N", "N", "H", "H", "H", "H", "C", "O", "N", "N", "H", "H", "H", "H", "C", "O", "N", "N", "H", "H", "H", "H", "C", "O", "N", "N", "H", "H", "H", "H", "C", "O", "N", "N", "H", "H", "H", "H", "C", "O", "N", "N", "H", "H", "H", "H", "C", "O", "N", "N", "H", "H", "H", "H", "C", "O", "N", "N", "H", "H", "H", "H", "C", "O", "N", "N", "H", "H", "H", "H", "C", "O", "N", "N", "H", "H", "H", "H", "C", "O", "N", "N", "H", "H", "H", "H", "C", "O", "N", "N", "H", "H", "H", "H", "C", "O", "N", "N", "H", "H", "H", "H"], "xyz": [[-4.6572, 2.0214, 1.0892], [-4.3180, 3.0429, 0.6359], [-5.9582, 1.7292, 1.1206], [-3.7591, 1.0965, 1.6446], [-6.4921, 2.0257, 0.3279], [-6.1440, 0.7973, 1.4699], [-4.1960, 0.2044, 1.8916], [-2.8741, 0.8836, 1.1855], [2.0907, -4.8462, -1.8773], [2.1232, -4.8500, -3.0913], [2.0108, -3.6759, -1.2046], [2.0791, -6.0040, -1.1742], [2.5610, -3.5875, -0.3674], [2.1538, -2.8604, -1.7997], [1.8064, -6.0632, -0.2028], [1.9646, -6.8041, -1.7493], [3.2543, -2.9054, -5.9421], [3.5469, -1.9334, -6.6877], [4.2605, -3.5454, -5.2097], [2.0054, -3.4736, -5.8226], [4.0837, -4.5132, -4.8824], [5.1658, -3.5590, -5.6315], [1.3142, -2.7609, -5.8538], [1.8051, -4.0110, -4.9878], [0.3287, -1.6299, -3.6512], [1.5406, -1.5230, -3.3937], [-0.4815, -2.7124, -3.3515], [-0.5095, -0.6335, -4.1352], [-1.5031, -2.6338, -3.3512], [-0.0528, -3.6187, -3.1937], [-0.0977, 0.1884, -4.5377], [-1.4302, -0.9586, -4.4497], [-2.1383, -3.5343, 0.2906], [-2.4818, -2.4941, -0.2395], [-0.9177, -4.1189, 0.1871], [-2.9840, -4.2442, 1.0369], [-0.6948, -4.9665, 0.7127], [-0.4699, -3.7534, -0.5962], [-2.8938, -5.2512, 1.1274], [-3.7918, -3.7564, 1.4059], [-1.5116, 4.9105, 1.2954], [-0.3091, 5.2827, 1.3062], [-1.9580, 4.1023, 2.2546], [-2.4392, 5.3452, 0.4173], [-2.8797, 3.6749, 2.1739], [-1.2128, 3.6735, 2.7995], [-2.1042, 5.6322, -0.4841], [-3.2802, 4.8063, 0.2850], [-1.1820, 4.7366, -2.8815], [-1.6944, 5.6630, -2.3477], [-0.2477, 4.8355, -3.8868], [-1.3933, 3.3522, -2.5193], [-0.1308, 4.0403, -4.5293], [-0.1473, 5.7595, -4.2374], [-1.8232, 3.1481, -1.6093], [-0.4570, 2.9714, -2.5150], [-3.5291, -0.0456, -2.4868], [-3.6085, -1.0436, -3.1835], [-4.1482, 1.1232, -2.9370], [-2.8783, 0.0282, -1.3049], [-3.6881, 2.0136, -2.6789], [-4.3676, 1.1955, -3.9472], [-2.6627, -0.9053, -0.8875], [-2.8316, 0.9361, -0.8207], [-6.1003, -1.4655, 0.1245], [-5.5624, -1.3943, 1.1599], [-7.4152, -1.0840, -0.0712], [-5.3878, -2.0521, -0.9587], [-7.8849, -0.8687, 0.7734], [-7.7848, -0.9953, -0.9985], [-5.8231, -1.8422, -1.8426], [-4.3762, -2.0917, -0.9171], [0.3368, -2.6121, 4.9499], [0.9003, -3.4949, 5.5564], [-0.9715, -2.4598, 5.1392], [0.8838, -1.7430, 4.0766], [-1.3305, -1.5241, 5.0806], [-1.3854, -3.0907, 5.8266], [1.8354, -1.9213, 3.8289], [0.3026, -1.3723, 3.3805], [-2.4181, 1.2244, 5.2021], [-2.3880, 0.0985, 4.7534], [-1.3514, 1.8105, 5.8745], [-3.4621, 2.0097, 4.8662], [-1.3570, 2.7672, 6.1513], [-0.5260, 1.3759, 6.1566], [-3.9194, 1.5777, 4.0753], [-3.3416, 3.0055, 4.8697], [2.9172, 1.8973, -3.7617], [1.6973, 1.8264, -3.4370], [3.6532, 3.0579, -3.7919], [3.4240, 0.7071, -4.1712], [3.4500, 3.7600, -3.0743], [4.5985, 2.9546, -4.1137], [4.3912, 0.4953, -4.3740], [2.8427, -0.1222, -4.2223], [1.2074, -5.6545, 2.7073], [1.0479, -6.2761, 1.6169], [0.6302, -6.0934, 3.8797], [2.0215, -4.5705, 2.8162], [0.6572, -5.5350, 4.7458], [0.0735, -6.9515, 3.9754], [1.8817, -4.1893, 3.7509], [1.8479, -3.9506, 2.0647], [3.0415, -0.9595, 1.7014], [2.7688, -2.1539, 1.5547], [2.4954, 0.0991, 1.0040], [3.9252, -0.6793, 2.7001], [2.1752, -0.1092, 0.1083], [2.6940, 1.0668, 1.1568], [4.2421, 0.2673, 2.9270], [4.5356, -1.4685, 2.7963], [2.9066, 4.8237, -0.3872], [3.7460, 4.4294, -1.2144], [3.0646, 4.6064, 0.9470], [1.8169, 5.5168, -0.8303], [2.2197, 4.4852, 1.4857], [3.9259, 4.0945, 1.2056], [1.6538, 5.6205, -1.8494], [1.1406, 5.8293, -0.1319], [5.5465, 2.7939, 3.3074], [4.5005, 2.2157, 3.1313], [5.8411, 4.1885, 3.2996], [6.6695, 2.0246, 3.6308], [6.7874, 4.4104, 3.0947], [5.0723, 4.8250, 3.3220], [6.4160, 1.0888, 3.9015], [7.5486, 2.4397, 3.8914], [-0.0392, 1.1619, -0.3810], [-1.0037, 1.4152, 0.3387], [0.1773, 0.0664, -1.2024], [1.0152, 2.0427, -0.4581], [-0.6805, -0.4755, -1.2371], [0.8903, 0.0213, -1.9282], [0.8226, 3.0330, -0.1956], [1.5052, 2.0634, -1.3744]]}

{"formula": "C13H25Br15N3O", "method": "the ωB97M-V functional and the def2-TZVPD basis", "multiplicity": 1, "total_energy_ev": -1071033.7943, "total_charge": 1, "homo_ev": -11.4, "lumo_energy_ev": -3.097, "symbols": ["C", "C", "C", "C", "N", "C", "C", "N", "C", "C", "O", "N", "H", "H", "H", "H", "H", "H", "H", "H", "H", "H", "H", "H", "H", "H", "H", "H", "H", "H", "H", "H", "C", "Br", "Br", "Br", "H", "C", "Br", "Br", "Br", "H", "C", "Br", "Br", "Br", "H", "C", "Br", "Br", "Br", "H", "C", "Br", "Br", "Br", "H"], "xyz": [[-1.9367, 7.0941, 0.0153], [-1.3816, 5.6745, 0.0055], [-1.9181, 4.8476, 1.1807], [-0.9876, 3.7754, 1.7358], [-0.9474, 2.5134, 0.9680], [-0.0328, 2.4536, -0.1492], [0.5863, 1.0652, -0.2310], [1.5081, 1.0506, -1.4107], [0.8656, 1.4668, -2.7076], [-0.5779, 1.9311, -2.5376], [-0.8630, 2.6227, -3.7259], [-0.7263, 2.8075, -1.3959], [-1.5579, 7.6683, 0.8627], [-1.6751, 7.6301, -0.8978], [-3.0268, 7.0834, 0.0867], [-0.2868, 5.6951, 0.0320], [-1.6430, 5.2051, -0.9439], [-2.1444, 5.5258, 2.0088], [-2.8661, 4.3727, 0.9115], [-1.3281, 3.5015, 2.7349], [0.0241, 4.1916, 1.8486], [-0.7349, 1.7739, 1.6233], [0.7966, 3.1687, -0.0009], [-0.1533, 0.2775, -0.3703], [1.1994, 0.8525, 0.6425], [2.3104, 1.6459, -1.2034], [1.8877, 0.1041, -1.5338], [0.8730, 0.5969, -3.3619], [1.4611, 2.2510, -3.1698], [-1.2209, 1.0416, -2.4704], [-1.6479, 2.2617, -4.1471], [-1.7104, 2.8754, -1.1592], [-1.7145, -1.0493, -5.3436], [-0.1600, -0.3014, -6.1841], [-1.3220, -1.6924, -3.5664], [-3.1843, 0.1876, -5.3170], [-2.0197, -1.9079, -5.9255], [0.8508, -2.4907, 2.9955], [1.9588, -2.9161, 1.4825], [1.8308, -2.5474, 4.6391], [-0.0182, -0.7853, 2.7454], [0.0606, -3.2305, 3.0336], [0.4141, -6.0708, 4.1040], [-0.1185, -6.5013, 5.8917], [1.7590, -7.2699, 3.4477], [-1.0946, -5.9653, 2.9094], [0.8440, -5.0810, 4.1277], [4.4970, -0.7517, -3.0682], [5.9791, -1.7834, -3.6538], [2.9208, -1.8508, -2.7953], [4.9151, 0.2585, -1.4681], [4.2475, -0.0395, -3.8427], [-0.5066, -10.5308, 4.5134], [-1.0257, -10.9681, 6.3095], [0.8339, -11.7383, 3.8534], [-2.0251, -10.4574, 3.3372], [-0.0678, -9.5424, 4.5345]]}